{"formula": "C29H70CuF3N8O11P2S", "method": "ωB97M-V/def2-TZVPD", "homo_lumo_gap_ev": [6.0, 3.2], "charge": 1, "e_lumo_ev": [-3.51, -6.30], "energy_ha": -5433.48932, "homo_ha": [-0.35014, -0.35014], "spin_multiplicity": 2, "symbols": ["Cu", "C", "F", "F", "F", "S", "O", "O", "O", "O", "P", "N", "C", "C", "N", "C", "C", "N", "C", "C", "H", "H", "H", "H", "H", "H", "H", "H", "H", "H", "H", "H", "H", "H", "H", "H", "H", "H", "O", "P", "N", "C", "C", "N", "C", "C", "N", "C", "C", "H", "H", "H", "H", "H", "H", "H", "H", "H", "H", "H", "H", "H", "H", "H", "H", "H", "H", "O", "C", "O", "C", "C", "C", "H", "H", "H", "H", "H", "H", "O", "C", "O", "C", "C", "C", "H", "H", "H", "H", "H", "H", "C", "C", "C", "O", "C", "N", "H", "H", "H", "H", "H", "H", "H", "H", "H", "H", "H", "C", "C", "C", "O", "C", "N", "H", "H", "H", "H", "H", "H", "H", "H", "H", "H", "H"], "xyz": [[0.636, 2.562, -3.032], [1.338, -1.708, -1.513], [0.950, -2.856, -0.963], [2.567, -1.381, -1.171], [1.241, -1.931, -2.828], [0.128, -0.334, -0.981], [0.150, -0.183, 0.459], [0.559, 0.878, -1.663], [-1.161, -0.767, -1.509], [2.364, 3.170, -1.851], [2.834, 3.704, -0.527], [3.708, 2.533, 0.322], [3.541, 1.138, -0.057], [4.259, 2.794, 1.642], [1.736, 4.285, 0.602], [0.881, 5.368, 0.045], [0.992, 3.254, 1.347], [3.894, 4.971, -0.705], [3.971, 5.631, -2.026], [4.289, 5.871, 0.364], [2.636, 0.711, 0.395], [4.316, 0.490, 0.358], [3.528, 1.055, -1.139], [3.652, 3.451, 2.265], [5.288, 3.166, 1.607], [4.370, 1.846, 2.170], [-0.079, 5.400, 0.549], [1.408, 6.306, 0.224], [0.695, 5.217, -1.019], [0.107, 3.713, 1.796], [0.540, 2.529, 0.661], [1.568, 2.799, 2.148], [3.146, 6.347, -2.053], [4.934, 6.101, -2.216], [3.850, 4.907, -2.831], [5.372, 5.870, 0.505], [3.926, 5.543, 1.339], [3.928, 6.891, 0.217], [3.576, -2.668, 5.747], [2.311, -2.896, 5.039], [0.967, -2.361, 5.952], [-0.364, -2.115, 5.398], [0.893, -2.731, 7.355], [1.955, -4.497, 4.717], [0.627, -5.012, 4.433], [2.963, -5.507, 5.041], [2.160, -2.105, 3.568], [2.337, -0.659, 3.580], [1.785, -2.777, 2.351], [-0.326, -1.889, 4.332], [-0.864, -1.216, 5.780], [-1.010, -2.951, 5.676], [0.319, -2.031, 7.963], [1.906, -2.769, 7.755], [0.421, -3.719, 7.444], [0.031, -4.215, 3.997], [0.560, -5.891, 3.794], [0.135, -5.244, 5.386], [2.750, -5.894, 6.044], [2.900, -6.349, 4.348], [3.975, -5.115, 5.017], [2.275, -0.191, 4.558], [3.287, -0.462, 3.073], [1.533, -0.193, 2.995], [1.716, -1.987, 1.593], [0.815, -3.274, 2.321], [2.557, -3.412, 1.909], [-5.086, -2.829, 4.025], [-4.288, -2.442, 3.228], [-3.037, -2.078, 3.561], [-2.355, -1.374, 2.518], [-3.428, -1.198, 1.404], [-4.460, -2.268, 1.735], [-1.578, -2.026, 2.117], [-1.907, -0.425, 2.801], [-3.002, -1.294, 0.406], [-3.854, -0.194, 1.432], [-4.192, -3.265, 1.377], [-5.470, -1.986, 1.457], [-0.853, 3.191, -1.466], [-1.788, 3.169, -0.682], [-2.251, 4.281, -0.146], [-3.060, 4.019, 1.010], [-3.072, 2.486, 1.256], [-2.512, 2.005, -0.077], [-4.058, 4.396, 0.795], [-2.716, 4.513, 1.917], [-4.099, 2.160, 1.386], [-2.442, 2.205, 2.095], [-3.307, 1.821, -0.813], [-1.909, 1.101, -0.055], [-1.138, 0.002, -6.079], [-0.332, 0.418, -4.848], [1.130, 0.575, -5.173], [1.817, 0.866, -3.949], [3.213, 0.624, -4.073], [-0.781, 1.741, -4.342], [-0.803, 0.535, -6.971], [-2.219, 0.073, -5.955], [-0.989, -1.066, -6.256], [-0.463, -0.395, -4.133], [1.356, 1.382, -5.882], [1.555, -0.327, -5.621], [3.778, 1.203, -3.347], [3.590, 0.975, -5.041], [3.448, -0.439, -4.020], [-1.750, 1.582, -4.052], [-0.951, 2.315, -5.173], [-2.377, -2.983, -3.838], [-3.494, -1.945, -3.783], [-4.796, -2.516, -4.304], [-4.641, -2.799, -5.687], [-5.750, -3.391, -6.321], [-3.713, -1.425, -2.431], [-1.476, -2.554, -3.393], [-2.208, -3.295, -4.865], [-2.600, -3.842, -3.201], [-3.189, -1.142, -4.473], [-5.575, -1.754, -4.162], [-5.116, -3.443, -3.820], [-6.310, -4.051, -5.654], [-5.372, -3.842, -7.237], [-6.464, -2.626, -6.659], [-4.121, -0.498, -2.565], [-2.791, -1.138, -2.069]], "forces_ev_per_a": [[0.33, -1.69, 1.90], [-1.74, 0.14, 0.31], [0.40, 0.20, 0.64], [0.29, -0.30, -0.13], [0.43, 0.68, -0.33], [-1.40, 0.35, 0.16], [0.57, -0.61, -0.43], [0.81, 0.04, -0.19], [1.03, -0.32, 0.11], [-1.32, -0.09, -1.19], [1.98, -0.05, 2.78], [-0.96, 0.46, -1.00], [-0.42, -0.48, 0.55], [0.60, -0.32, 0.32], [-0.57, -0.57, -0.75], [0.83, 0.06, 0.29], [-0.98, 0.16, -0.46], [-0.29, 0.30, -1.39], [-0.45, -0.52, 0.15], [0.17, -0.36, 1.04], [-0.20, 0.10, -0.38], [0.46, 0.43, -0.23], [-0.12, -0.20, 0.09], [-0.03, 0.06, -0.12], [-0.14, 0.34, -0.21], [-0.34, -0.03, 0.01], [0.03, -0.03, 0.07], [-0.20, 0.15, -0.23], [-0.10, 0.20, -0.02], [0.29, 0.28, 0.26], [0.45, -0.49, 0.22], [0.14, -0.16, -0.21], [0.27, 0.35, -0.46], [0.02, 0.17, 0.43], [-0.17, -0.06, 0.11], [0.07, 0.21, -0.43], [-0.32, -0.08, -0.19], [0.02, 0.00, -0.21], [0.13, -0.18, 0.05], [-2.06, -0.07, -0.03], [0.06, 1.07, -0.51], [0.32, 0.30, 0.07], [0.57, -0.47, -0.12], [1.38, -0.27, -0.84], [-0.41, 0.96, 1.08], [-0.45, -0.22, 0.29], [-0.46, -0.70, 1.80], [-0.26, -0.16, -1.22], [0.44, 1.15, -1.47], [0.08, -0.67, -0.13], [0.38, 0.03, 0.55], [-0.28, -0.05, -0.55], [-0.06, 0.19, -0.26], [-0.07, -0.12, 0.08], [0.03, -0.02, 0.25], [-0.12, -0.13, -0.17], [0.56, 0.02, -0.13], [-0.16, -0.29, -0.08], [0.27, -0.15, 0.02], [-0.03, 0.08, -0.12], [-0.09, 0.19, 0.05], [0.35, -0.44, 0.24], [0.06, 0.54, 0.26], [0.06, -0.03, -0.12], [-0.25, 0.02, 0.08], [0.04, -0.14, 0.36], [-0.01, -0.40, 0.53], [0.15, -0.23, 0.15], [-0.79, 0.47, -0.31], [0.86, 0.70, 0.90], [-0.72, -0.83, -1.67], [0.51, 0.10, -0.22], [0.35, 0.24, 0.41], [0.22, 0.06, 0.24], [-0.14, -0.11, 0.61], [0.10, -0.18, 0.06], [-0.25, -0.08, 0.25], [-0.11, 0.16, -0.59], [-0.09, -0.32, 0.05], [-0.41, 0.32, -0.85], [0.80, -0.31, 0.78], [0.52, 0.70, 0.25], [-1.19, -0.55, 0.84], [0.05, 0.85, -1.12], [0.01, -0.80, -0.74], [0.04, 0.02, -0.07], [0.48, 0.44, -0.45], [0.10, -0.18, 0.31], [-0.06, -0.08, 0.01], [-0.15, -0.19, 0.20], [0.03, 0.10, 0.08], [0.30, -0.39, -0.21], [0.10, -0.42, -1.07], [0.64, -0.43, 0.03], [-0.16, 0.63, -0.38], [0.90, 0.49, -0.56], [-0.38, 0.34, 0.16], [-0.23, 0.10, -0.03], [0.06, 0.39, 0.10], [0.21, 0.05, -0.05], [0.05, 0.59, 0.63], [-0.36, 0.07, -0.09], [-0.19, -0.17, 0.16], [-0.35, -0.18, 0.37], [-0.24, 0.02, -0.09], [-0.24, -0.05, 0.29], [0.29, 0.29, 0.87], [0.44, 0.12, 0.02], [0.02, 0.30, 0.70], [0.22, -0.63, -0.22], [-0.47, 0.18, -0.85], [0.50, 0.16, 0.14], [-0.31, 0.89, -0.22], [0.72, 0.97, -0.06], [0.15, 0.02, -0.28], [0.05, -0.11, 0.04], [-0.21, -0.09, -0.19], [-0.21, -0.01, -0.08], [-0.17, -0.10, 0.03], [0.19, 0.12, 0.47], [0.27, -0.40, -0.16], [-0.11, -0.50, 0.22], [0.00, 0.09, 0.18], [-0.58, -0.28, 0.18], [-0.61, -0.73, -0.03]], "mulliken_charge": [-0.095, 0.277, -0.219, -0.196, -0.250, 0.277, -0.057, 0.602, -0.756, -0.543, -0.076, 0.427, -0.746, -0.996, 0.535, -1.119, -1.120, 0.217, -0.935, -1.124, 0.381, 0.588, -0.239, 0.405, 0.255, 0.353, 0.474, 0.272, 0.275, 0.602, 0.166, 0.187, 0.359, 0.376, 0.099, 0.347, 0.369, 0.405, -0.845, 0.124, 0.319, -0.716, -1.019, 0.463, -0.786, -1.057, 0.367, -1.064, -0.162, -0.295, 0.491, 0.372, 0.318, 0.311, 0.312, 0.071, 0.340, 0.253, 0.334, 0.293, 0.321, 0.413, 0.488, 0.159, -0.374, 0.079, 0.364, -0.596, 0.309, -0.329, -0.197, 0.873, -0.385, -0.008, 0.324, -0.379, -0.250, 0.273, 0.333, -0.245, -0.411, -0.389, -0.656, -0.661, 1.556, 0.357, 0.330, 0.435, 0.230, 0.175, -0.587, -1.773, 2.305, -1.673, 0.412, -1.178, -0.338, 0.482, 0.406, 0.379, -0.757, 0.481, 0.468, 0.151, 0.429, 0.374, 0.410, 0.300, -1.334, 1.610, -0.846, -0.297, -0.753, -0.597, 0.079, 0.374, 0.414, -0.663, 0.310, 0.448, 0.307, 0.232, 0.282, 0.294, 0.501]}